[1]
A 2-piece molecular cluster, CH4OS2 overall, computed with the ωB97M-V functional and the def2-TZVPD basis.

## Properties
* frontier orbital gap (alpha / beta): 7.58 / 7.45 eV
* SMILES: O=S.CS

ORCA input file:
```
! wB97M-V def2-TZVPD RIJCOSX def2/J DEFGRID3
* xyz 0 1
O -2.24665 1.20809 0.56691
S -2.61697 0.89184 -0.80105
C 0.71389 -0.08965 0.55087
S 1.28113 -0.02993 -1.25753
H 1.50926 -0.59463 1.11842
H -0.06194 -0.94025 0.58770
H 0.33497 0.90178 0.71267
H 1.08631 -1.34726 -1.47799
*
```

natural (NBO) population analysis, charges in e, atoms 1 to 2:
1. O -0.709
2. S 0.707



[2]
A 2-piece molecular cluster, CH4OS2 overall, computed with the ωB97M-V functional and the def2-TZVPD basis.

## Properties
* frontier orbital gap (alpha / beta): 8.16 / 7.08 eV

ORCA input file:
```
! wB97M-V def2-TZVPD RIJCOSX def2/J DEFGRID3
* xyz 0 1
C -2.02770 1.14428 0.20947
O -2.84436 0.31101 -0.40934
S 1.11753 -1.74334 0.05984
S -3.02460 -1.23856 0.10610
H -1.81334 2.09716 -0.29543
H -1.37464 0.71410 1.03892
H -0.09401 -1.25030 -0.54007
H 0.40591 -2.78614 -0.39142
*
```

natural (NBO) population analysis, charges in e, atoms 1 to 2:
1. C 0.101
2. O -0.493



[3]
CH4OY as an isolated structure, computed with the ωB97M-V functional and the def2-TZVPD basis.

## Properties
* frontier orbital gap (alpha / beta): 7.27 / 6.15 eV

ORCA input file:
```
! wB97M-V def2-TZVPD RIJCOSX def2/J DEFGRID3
* xyz 1 1
Y 2.14315 -0.05690 -0.95326
O 0.39108 -1.20521 -0.16097
H -0.06846 -1.96867 -0.50699
C -0.33334 0.59049 0.24276
H -0.97985 1.35508 0.68138
H -0.95317 0.88777 -0.63537
H -0.19941 0.39746 1.33245
*
```

natural (NBO) population analysis, charges in e, atoms 1 to 2:
1. Y 1.647
2. O -1.151



[4]
An isolated molecule of CH4P2, computed with the ωB97M-V functional and the def2-TZVPD basis.

## Properties
* frontier orbital gap (alpha / beta): 8.00 / 8.04 eV
* SMILES: C=P#[PH2]

ORCA input file:
```
! wB97M-V def2-TZVPD RIJCOSX def2/J DEFGRID3
* xyz 0 1
C 1.61360 0.22921 -0.36799
P 0.13789 -1.04710 0.07102
P -1.65379 0.11165 -0.14789
H 2.61938 -0.10921 -0.25880
H 1.35697 1.21938 -0.69272
H -1.65474 0.59427 1.16331
H -2.41931 -0.99820 0.23307
*
```

natural (NBO) population analysis, charges in e, atoms 1 to 2:
1. C -0.596
2. P 0.241



[5]
A 2-piece molecular cluster, CH4S3 overall, computed with the ωB97M-V functional and the def2-TZVPD basis.

## Properties
* frontier orbital gap: 8.58 eV
* SMILES: S=CS.S

ORCA input file:
```
! wB97M-V def2-TZVPD RIJCOSX def2/J DEFGRID3
* xyz 0 1
S -0.60411 -2.47294 -1.02824
C 0.19744 -1.18929 -0.55214
S 1.55736 -1.23246 0.50273
H -0.18628 -0.18148 -0.70359
H 1.69316 -2.61150 0.59949
S -1.10485 2.57429 -0.12753
H 0.02181 3.05150 0.20561
H -1.57453 2.06188 1.10365
*
```

natural (NBO) population analysis, charges in e, atoms 1 to 2:
1. S 0.039
2. C -0.519



[6]
An isolated molecule of CH4S5, computed with the ωB97M-V functional and the def2-TZVPD basis.

## Properties
* frontier orbital gap: 8.95 eV
* SMILES: SSC(S)SS

ORCA input file:
```
! wB97M-V def2-TZVPD RIJCOSX def2/J DEFGRID3
* xyz 0 1
S 0.08150 2.52718 -0.42948
S -1.08606 1.20606 0.69176
C 0.07341 -0.51731 0.68865
S -0.71495 -1.42297 2.09917
S -0.01269 -1.57045 -0.69257
S 0.96057 -0.47131 -2.16338
H 0.41118 3.41952 0.55859
H 0.98858 -0.18995 0.92182
H -0.82173 -2.66022 1.50516
H 0.12019 -0.32057 -3.17972
*
```

natural (NBO) population analysis, charges in e, atoms 1 to 2:
1. S -0.139
2. S 0.018



[7]
A 2-piece molecular cluster, CH4Se overall, computed with the ωB97M-V functional and the def2-TZVPD basis.

## Properties
* frontier orbital gap (alpha / beta): 8.36 / 7.86 eV

ORCA input file:
```
! wB97M-V def2-TZVPD RIJCOSX def2/J DEFGRID3
* xyz 0 1
C 0.38671 -0.29421 0.18191
Se -1.15185 -0.95471 0.96028
H -0.33889 0.12747 -1.58201
H 0.44213 0.73527 -0.08781
H 1.21348 -0.81898 -0.24685
H -1.56646 0.31826 1.65703
*
```

natural (NBO) population analysis, charges in e, atoms 1 to 2:
1. C -0.688
2. Se 0.173



[8]
CH51O27V as an isolated structure, computed with the ωB97M-V functional and the def2-TZVPD basis.

## Properties
* frontier orbital gap: 8.66 eV

ORCA input file:
```
! wB97M-V def2-TZVPD RIJCOSX def2/J DEFGRID3
* xyz 0 1
O 3.25698 1.77715 0.83073
V 1.72329 2.03716 1.26625
O 1.65539 1.70441 2.81796
C -0.61105 -0.06540 0.14336
O 0.70961 0.38538 -0.00085
H -0.72267 -1.07801 0.53100
H -1.11488 0.47990 0.94143
H -1.16564 0.06991 -0.78519
O -4.74070 1.95913 -0.12526
H -4.27015 1.64280 -0.89645
H -5.26921 1.21244 0.15643
O 2.63920 -1.65630 2.36027
H 2.64921 -2.57438 2.63091
H 1.96335 -1.61286 1.68383
O -0.83803 -0.40498 -3.31247
H 0.11331 -0.33190 -3.38887
H -1.02807 -0.13504 -2.41399
O 2.37184 4.43890 1.77200
H 2.67811 5.23786 1.34296
H 2.86294 4.40393 2.59288
O -3.76275 -1.31851 -1.83851
H -3.96431 -1.29299 -0.90312
H -3.40301 -0.45245 -2.03021
O 5.43678 -0.55448 2.36313
H 5.35995 -0.40300 3.30514
H 4.56191 -0.83333 2.09277
O -1.58311 -3.37562 -2.30650
H -2.38493 -2.95243 -1.99952
H -1.02334 -2.65255 -2.58948
O -3.13261 2.89058 1.91004
H -3.66266 2.45993 1.23937
H -3.59056 2.70941 2.73083
O 1.88195 0.77859 -2.53570
H 1.86718 0.77851 -1.57861
H 2.74750 0.43850 -2.76239
O -2.28707 -0.85215 -6.09410
H -1.95335 -0.63013 -5.22486
H -2.36540 -0.01051 -6.54327
O 2.27597 -1.86335 -1.34675
H 1.53967 -1.25252 -1.31553
H 3.02266 -1.35558 -1.02917
O -2.07227 -2.84596 5.67045
H -2.35724 -1.96568 5.91571
H -2.43604 -2.98088 4.79541
O 2.14795 -4.36375 2.58077
H 1.30754 -4.62585 2.95658
H 2.27342 -4.95444 1.83809
O 1.95363 1.10731 5.68296
H 2.10545 1.97488 6.05779
H 1.67835 1.27972 4.78256
O 1.76154 -1.86558 -4.34316
H 2.01633 -1.64790 -3.44654
H 2.26966 -2.64902 -4.55356
O -0.34747 3.02369 1.56725
H -1.28697 2.97472 1.39070
H -0.25114 3.77994 2.14607
O -3.78385 -1.93263 3.56947
H -3.64911 -1.35577 2.81760
H -3.73881 -1.35163 4.32884
O 2.58160 -4.70176 -1.68408
H 3.53828 -4.69529 -1.65328
H 2.33339 -3.77909 -1.62660
O 0.87556 1.86564 -5.06320
H 1.04791 1.19623 -5.72534
H 0.99874 1.41443 -4.22805
O 4.49363 0.48391 -2.96615
H 5.22380 0.20564 -2.41330
H 4.90786 0.80530 -3.76700
O -5.17828 -1.06046 0.40512
H -6.09144 -1.06594 0.11815
H -5.16282 -1.63901 1.16752
O -0.91678 2.19834 4.94307
H -0.72649 2.52458 4.06352
H -0.48592 2.82115 5.52847
O -3.16310 1.26261 -2.39561
H -3.74438 1.36648 -3.14896
H -2.31636 1.59023 -2.69885
O 1.76883 3.28238 -1.07288
H 1.58699 2.67225 -1.78766
H 2.39471 3.90525 -1.44240
*
```

Mulliken population analysis, charges in e, atoms 1 to 2:
1. O -0.468
2. V 1.351



[9]
An isolated molecule of CH5BO, computed with the ωB97M-V functional and the def2-TZVPD basis.

## Properties
* expectation value of S²: 2.003
* frontier orbital gap (alpha / beta): 4.92 / 7.46 eV

ORCA input file:
```
! wB97M-V def2-TZVPD RIJCOSX def2/J DEFGRID3
* xyz 0 3
B 0.69976 -0.41490 0.13864
C -0.31075 0.77546 0.16237
O -0.93293 -0.53465 0.13455
H 1.22335 -0.64773 -0.99725
H 1.16975 -0.88873 1.05854
H -0.56029 1.26045 -0.74711
H -0.58825 1.27248 1.03691
H -0.70065 -0.82239 -0.78664
*
```

natural (NBO) population analysis, charges in e, atoms 1 to 2:
1. B 0.116
2. C -0.159



[10]
An isolated molecule of CH5BS, computed with the ωB97M-V functional and the def2-TZVPD basis.

## Properties
* frontier orbital gap: 10.51 eV

ORCA input file:
```
! wB97M-V def2-TZVPD RIJCOSX def2/J DEFGRID3
* xyz 0 1
B 0.34022 0.78999 -0.24527
C 0.17002 -0.68597 -0.28249
S -1.53815 0.01290 -0.07781
H 0.39141 1.60900 0.57904
H 0.49027 1.20964 -1.26585
H 0.36111 -1.40129 0.60150
H 0.19588 -1.22590 -1.30664
H -1.58762 0.22008 1.31303
*
```

natural (NBO) population analysis, charges in e, atoms 1 to 2:
1. B -0.035
2. C -0.724



[11]
An isolated molecule of CH5BS, computed with the ωB97M-V functional and the def2-TZVPD basis.

## Properties
* frontier orbital gap: 7.41 eV

ORCA input file:
```
! wB97M-V def2-TZVPD RIJCOSX def2/J DEFGRID3
* xyz 0 1
B 1.74680 0.35203 -0.08056
C -1.90346 0.19666 -0.17239
S 0.03713 -0.25440 0.03561
H 2.59472 -0.51084 0.01637
H 1.86978 1.51348 -0.20234
H -2.04464 0.97555 0.50810
H -2.42677 -0.67100 0.36613
H 0.12644 -1.60149 -0.47091
*
```

natural (NBO) population analysis, charges in e, atoms 1 to 2:
1. B 0.094
2. C -0.736



[12]
An isolated molecule of CH5BS, computed with the ωB97M-V functional and the def2-TZVPD basis.

## Properties
* expectation value of S²: 2.009
* frontier orbital gap (alpha / beta): 5.52 / 7.89 eV

ORCA input file:
```
! wB97M-V def2-TZVPD RIJCOSX def2/J DEFGRID3
* xyz 0 3
B 0.45983 0.50951 0.72105
C -0.55116 0.16289 -0.74460
S -0.89814 -0.91621 0.74027
H 1.56569 0.20097 1.21937
H 0.08450 1.52902 1.13848
H -0.39163 -0.42912 -1.71927
H -1.35895 0.82301 -1.02678
H -0.18023 -1.92713 0.14604
*
```

natural (NBO) population analysis, charges in e, atoms 1 to 2:
1. B -0.023
2. C -0.645



[13]
A 2-piece molecular cluster, CH5BS2 overall, computed with the ωB97M-V functional and the def2-TZVPD basis.

## Properties
* frontier orbital gap: 7.26 eV

ORCA input file:
```
! wB97M-V def2-TZVPD RIJCOSX def2/J DEFGRID3
* xyz 0 1
B -0.32107 -0.48136 0.08275
C -1.23782 0.77475 0.03654
S 2.49628 0.42918 0.51438
S -0.18251 -2.19001 -0.09179
H -0.85217 1.55699 -0.45819
H -1.61221 1.08989 1.10282
H -2.17753 0.72930 -0.48672
H 2.81439 0.64728 -0.88544
H 1.07264 -2.55602 0.18566
*
```

natural (NBO) population analysis, charges in e, atoms 1 to 2:
1. B 0.713
2. C -1.094



[14]
An isolated ion of composition CH5BrN and charge +1, computed with the ωB97M-V functional and the def2-TZVPD basis.

## Properties
* frontier orbital gap: 11.25 eV
* SMILES: [NH3+]CBr

ORCA input file:
```
! wB97M-V def2-TZVPD RIJCOSX def2/J DEFGRID3
* xyz 1 1
N -0.57032 0.61672 -0.04537
C 0.36296 -0.61083 0.04468
Br 2.18201 0.09985 -0.00227
H -1.63021 0.31265 0.05571
H -0.15806 1.22587 0.65229
H -0.39302 1.06074 -0.88046
H 0.07943 -1.34210 0.86010
H 0.12720 -1.36289 -0.68467
*
```

natural (NBO) population analysis, charges in e, atoms 1 to 2:
1. N -0.691
2. C -0.343



[15]
CH5BrN as an isolated structure, computed with the ωB97M-V functional and the def2-TZVPD basis.

## Properties
* frontier orbital gap: 10.80 eV

ORCA input file:
```
! wB97M-V def2-TZVPD RIJCOSX def2/J DEFGRID3
* xyz 1 1
C 0.70282 -0.51408 -0.32120
N -0.21794 0.59338 0.02568
Br 2.58709 0.01249 -0.02444
H 0.24868 -1.56247 0.54381
H 0.66249 -0.92872 -1.34379
H 0.09797 1.03001 1.01212
H -0.10885 1.36036 -0.63310
H -1.20546 0.29778 0.16786
*
```

natural (NBO) population analysis, charges in e, atoms 1 to 2:
1. C -0.339
2. N -0.726



[16]
An isolated molecule of CH5BrN2, computed with the ωB97M-V functional and the def2-TZVPD basis.

## Properties
* frontier orbital gap: 8.80 eV
* SMILES: CN(N)Br

ORCA input file:
```
! wB97M-V def2-TZVPD RIJCOSX def2/J DEFGRID3
* xyz 0 1
C -0.44802 -1.02498 0.15634
N 0.39393 0.13816 0.43532
N -0.10499 1.25782 -0.01874
Br 2.36494 -0.12729 -0.15899
H 0.07051 -1.90096 0.57992
H -1.44908 -0.89237 0.42188
H -0.49106 -1.01452 -0.86347
H 0.17009 2.12099 0.40714
H -0.50632 1.44315 -0.95939
*
```

natural (NBO) population analysis, charges in e, atoms 1 to 2:
1. C -0.426
2. N -0.190



[17]
A 2-piece molecular cluster, CH5BrN3 overall, computed with the ωB97M-V functional and the def2-TZVPD basis.

## Properties
* frontier orbital gap: 9.64 eV

ORCA input file:
```
! wB97M-V def2-TZVPD RIJCOSX def2/J DEFGRID3
* xyz 1 1
C 1.03601 -0.83700 0.32631
N 1.80875 0.17861 0.59280
N -1.61723 0.99073 0.03427
N 0.36777 -1.80977 0.21494
Br -2.22131 -0.40528 -1.28947
H 1.27302 1.05679 0.63043
H 2.76492 0.00871 0.41497
H -0.95636 1.52032 -0.51266
H -0.03008 -2.29470 -0.55811
H -2.42547 1.59160 0.14652
*
```

natural (NBO) population analysis, charges in e, atoms 1 to 2:
1. C 0.761
2. N -0.753



[18]
An isolated molecule of CH5BrO3Si, computed with the ωB97M-V functional and the def2-TZVPD basis.

## Properties
* frontier orbital gap: 10.43 eV
* SMILES: O[Si](O)(O)CBr

ORCA input file:
```
! wB97M-V def2-TZVPD RIJCOSX def2/J DEFGRID3
* xyz 0 1
O -0.47906 -1.10041 -1.33334
Si -0.45633 -0.07401 -0.01808
O -0.35608 -1.10688 1.15262
O -1.96799 0.52999 0.21588
C 1.12054 1.03213 -0.19708
Br 2.85677 0.00482 0.18114
H -1.15435 -1.23638 -1.99696
H 0.38202 -1.62882 1.53305
H -2.43958 0.23132 1.00807
H 1.39882 1.41499 -1.13883
H 1.09523 1.93324 0.59352
*
```

natural (NBO) population analysis, charges in e, atoms 1 to 2:
1. O -1.122
2. Si 2.265



[19]
A 2-piece molecular cluster, CH5BrP2 overall, computed with the ωB97M-V functional and the def2-TZVPD basis.

## Properties
* frontier orbital gap (alpha / beta): 7.40 / 7.40 eV

ORCA input file:
```
! wB97M-V def2-TZVPD RIJCOSX def2/J DEFGRID3
* xyz 0 1
C 0.97375 -0.05057 -1.89101
P -0.95235 -0.09268 0.94797
P 1.17619 -0.03725 0.78594
Br 2.21446 -1.34989 -2.37044
H 0.03625 -0.45515 -2.03824
H 1.18864 1.01906 -2.08645
H -1.39636 -1.34692 0.88678
H -0.96160 -0.01267 2.21603
H 0.81024 1.39383 1.10585
*
```

natural (NBO) population analysis, charges in e, atoms 1 to 2:
1. C -0.545
2. P 0.028



[20]
A 2-piece molecular cluster, CH5BrSi overall, computed with the ωB97M-V functional and the def2-TZVPD basis.

## Properties
* frontier orbital gap: 8.34 eV
* SMILES: C=[SiH]Br.[H][H]

ORCA input file:
```
! wB97M-V def2-TZVPD RIJCOSX def2/J DEFGRID3
* xyz 0 1
C 1.92329 0.35799 -1.22078
Si 0.48469 0.01916 -0.21709
Br -1.01664 1.45741 0.60988
H 2.34344 -0.33008 -2.00865
H 1.86020 1.39740 -1.55891
H -0.53962 -1.13844 0.06713
H -2.65765 -1.12574 1.99637
H -2.39771 -0.63770 2.33206
*
```

natural (NBO) population analysis, charges in e, atoms 1 to 2:
1. C -1.163
2. Si 1.091



no.,largest force on an atom (eV/A)
1,3.72
2,2.98
3,3.95
4,6.12
5,3.27
6,5.23
7,4.22
8,2.94
9,5.55
10,4.03
11,2.51
12,3.79
13,4.65
14,4.72
15,5.16
16,3.41
17,3.55
18,4.16
19,4.53
20,4.79